[1]
ORCA calculation (wB97M-V/def2-TZVPD) on the molecule C19H13N3O3S2 in a non-equilibrium geometry.

Atoms and positions in Å:
O1 0.655 -4.994 0.463
C1 0.254 -3.864 0.341
N1 -1.092 -3.609 0.219
C2 -1.714 -2.406 0.027
N2 -1.166 -1.330 -0.394
C3 -2.027 -0.276 -0.409
C4 -1.506 1.016 -0.753
N3 -2.149 2.126 -0.690
C5 -1.361 3.186 -1.012
C6 -1.755 4.523 -1.028
C7 -0.828 5.485 -1.362
C8 0.486 5.141 -1.680
C9 0.900 3.824 -1.673
C10 -0.026 2.849 -1.341
S1 0.190 1.131 -1.239
C11 -3.305 -0.574 -0.022
S2 -3.435 -2.232 0.406
C12 1.145 -2.634 0.307
C13 2.634 -2.941 0.467
O2 3.371 -1.755 0.267
C14 2.812 -0.638 0.833
C15 3.546 0.543 0.827
C16 3.027 1.688 1.400
C17 1.778 1.665 2.000
C18 1.033 0.501 1.998
C19 1.536 -0.646 1.402
O3 0.747 -1.772 1.357
H1 -1.691 -4.417 0.352
H2 -2.773 4.775 -0.778
H3 -1.120 6.524 -1.378
H4 1.191 5.917 -1.934
H5 1.915 3.552 -1.916
H6 -4.143 0.088 0.036
H7 0.993 -2.125 -0.660
H8 2.979 -3.660 -0.278
H9 2.813 -3.344 1.472
H10 4.521 0.534 0.368
H11 3.602 2.600 1.384
H12 1.376 2.557 2.456
H13 0.048 0.460 2.438

- largest force on an atom (eV/Å) = 1.57
- total energy (eV) = -52197.8461
- energy relative to the best compared isomer or geometry (same formula, charge and spin) (eV) = 0.0000
- LUMO (eV) = -0.045



[2]
ORCA calculation (wB97M-V/def2-TZVPD) on the molecule C6H9N3O2 in a non-equilibrium geometry.

Atoms and positions in Å:
N1 0.483 -1.479 -0.236
C1 -0.571 -0.908 -0.898
N2 -1.295 -1.684 -1.802
C2 -1.078 0.307 -0.501
C3 -0.492 1.526 -0.053
C4 0.672 1.768 0.663
C5 1.438 1.171 1.712
C6 1.281 0.300 2.705
N3 2.499 -0.064 3.302
O1 3.587 0.404 2.924
O2 2.554 -1.019 4.062
H1 0.613 -2.426 -0.417
H2 0.782 -1.132 0.692
H3 -2.144 -1.341 -2.218
H4 -0.933 -2.604 -2.057
H5 -1.969 0.465 -1.149
H6 -1.051 2.285 -0.427
H7 1.037 2.776 0.414
H8 2.512 1.489 1.712
H9 0.392 -0.042 3.224

- largest force on an atom (eV/Å) = 4.72
- total energy (eV) = -14927.8768
- energy relative to the best compared isomer or geometry (same formula, charge and spin) (eV) = 6.3135
- LUMO (alpha / beta) (eV) = -0.489 / -0.489



[3]
ORCA calculation (wB97M-V/def2-TZVPD) on a cluster of 2 separate species, C3H10NOS in total in a non-equilibrium geometry.

Atoms and positions in Å:
C1 -1.206 -2.059 0.734
N1 -1.409 -0.660 0.276
C2 -0.136 0.228 0.155
C3 -0.592 1.647 -0.102
S1 0.999 2.669 -0.163
H1 -1.270 -2.820 -0.066
H2 -1.809 -2.170 1.621
H3 -0.066 -2.138 0.999
H4 -1.881 -0.271 1.091
H5 0.693 0.240 0.948
H6 0.305 -0.210 -0.851
H7 -1.349 2.008 0.755
H8 -1.275 1.694 -0.999
H9 3.549 0.167 -1.095
H10 2.298 0.993 -1.423
O1 3.148 0.683 -1.881

- charge = -1
- largest force on an atom (eV/Å) = 3.77
- total energy (eV) = -17645.6590
- energy relative to the best compared isomer or geometry (same formula, charge and spin) (eV) = 1.7836
- LUMO (eV) = 3.643



[4]
ORCA calculation (wB97M-V/def2-TZVPD) on a structure of composition C41H37FN6Pt.

Atoms and positions in Å:
Pt1 -0.087 1.195 0.238
C1 3.162 -0.660 3.232
C2 2.842 0.796 2.879
C3 1.369 1.082 3.155
C4 3.449 1.181 1.525
C5 4.696 1.799 1.640
C6 5.409 2.212 0.535
C7 4.879 1.980 -0.719
C8 3.661 1.329 -0.905
C9 3.350 1.029 -2.379
C10 3.874 -0.351 -2.804
C11 1.939 1.262 -2.911
C12 2.924 0.938 0.240
N1 1.692 0.233 0.081
C13 1.826 -1.071 -0.367
C14 2.951 -1.853 -0.038
C15 3.107 -3.160 -0.464
C16 2.140 -3.771 -1.247
C17 1.023 -3.031 -1.607
C18 0.890 -1.726 -1.186
F1 -0.218 -1.064 -1.624
H1 2.883 -0.871 4.267
H2 4.225 -0.875 3.113
H3 2.605 -1.346 2.590
H4 3.388 1.420 3.591
H5 0.717 0.372 2.662
H6 1.068 2.084 2.843
H7 1.195 1.000 4.231
H8 5.100 1.972 2.631
H9 6.365 2.708 0.647
H10 5.435 2.297 -1.593
H11 3.978 1.749 -2.912
H12 3.226 -1.163 -2.475
H13 4.873 -0.534 -2.404
H14 3.930 -0.391 -3.894
H15 1.179 0.727 -2.349
H16 1.897 0.919 -3.948
H17 1.690 2.322 -2.893
H18 3.732 -1.392 0.551
H19 3.999 -3.703 -0.178
H20 2.252 -4.792 -1.584
H21 0.246 -3.442 -2.239
N2 -9.816 -1.837 -0.354
C19 -8.726 -1.494 -0.240
C20 -7.360 -1.064 -0.098
C21 -6.353 -1.711 -0.809
C22 -5.040 -1.297 -0.664
C23 -4.724 -0.237 0.181
C24 -5.740 0.411 0.880
C25 -7.053 -0.002 0.750
C26 -3.311 0.201 0.329
C27 -3.016 1.562 -0.049
C28 -3.904 2.502 -0.702
C29 -3.204 3.641 -0.891
C30 -1.846 3.440 -0.386
N3 -1.837 2.119 0.150
C31 -2.406 -0.681 0.839
C32 -2.700 -1.980 1.413
C33 -1.535 -2.482 1.878
C34 -0.519 -1.509 1.577
N4 -1.015 -0.463 0.972
H22 -6.602 -2.530 -1.469
H23 -4.251 -1.790 -1.217
H24 -5.496 1.234 1.540
H25 -7.842 0.490 1.301
H26 -4.925 2.302 -0.983
H27 -3.567 4.555 -1.335
H28 -1.480 4.194 0.320
H29 -3.681 -2.417 1.481
H30 -1.368 -3.422 2.377
H31 0.540 -1.595 1.764
N5 -0.171 4.690 -1.879
C35 -0.559 3.385 -1.453
N6 0.507 2.904 -0.647
C36 1.116 4.045 -0.141
C37 2.011 4.226 0.903
C38 2.477 5.510 1.166
C39 2.058 6.603 0.417
C40 1.150 6.439 -0.626
C41 0.695 5.163 -0.886
H32 -0.861 5.307 -2.275
H33 -0.856 2.717 -2.261
H34 2.347 3.387 1.490
H35 3.181 5.657 1.975
H36 2.436 7.590 0.644
H37 0.817 7.283 -1.216

- largest force on an atom (eV/Å) = 0.47
- total energy (eV) = -58022.0157
- energy relative to the best compared isomer or geometry (same formula, charge and spin) (eV) = 1.3814
- LUMO (alpha / beta) (eV) = -1.982 / -1.986



[5]
ORCA calculation (wB97M-V/def2-TZVPD) on the molecule C10H16N2 in a non-equilibrium geometry.

Atoms and positions in Å:
C1 -1.369 1.880 2.685
C2 -0.733 0.593 2.171
C3 0.312 0.780 1.131
C4 0.587 1.328 -0.005
C5 0.561 2.281 -1.129
N1 1.551 0.210 0.502
N2 1.464 -0.890 -0.301
C6 0.635 -2.077 0.099
C7 0.792 -3.083 1.107
C8 0.194 -1.301 -0.802
C9 -0.691 -0.744 -1.838
C10 0.162 -0.542 -3.039
H1 -0.699 2.661 2.770
H2 -1.839 1.673 3.652
H3 -2.139 2.177 2.052
H4 -1.569 -0.061 1.812
H5 -0.107 0.156 2.994
H6 0.970 1.796 -2.078
H7 1.196 3.198 -0.922
H8 -0.519 2.533 -1.228
H9 0.121 -2.878 1.934
H10 1.794 -3.040 1.473
H11 0.503 -3.995 0.641
H12 -1.464 -1.365 -2.105
H13 -0.893 0.176 -1.511
H14 -0.213 0.128 -3.775
H15 0.218 -1.525 -3.550
H16 1.174 -0.069 -2.738

- largest force on an atom (eV/Å) = 4.21
- total energy (eV) = -13601.6863
- energy relative to the best compared isomer or geometry (same formula, charge and spin) (eV) = 7.2661
- LUMO (eV) = 0.856



[6]
ORCA calculation (wB97M-V/def2-TZVPD) on a structure of composition C32H34BN17O2SW in a non-equilibrium geometry.

Atoms and positions in Å:
W1 0.105 0.291 -0.500
C1 1.662 -2.908 1.121
C2 0.198 -2.635 1.017
C3 -0.747 -3.501 1.545
C4 -1.978 -2.953 1.247
N1 -1.779 -1.796 0.616
N2 -0.439 -1.574 0.439
B1 -2.875 -1.050 -0.177
N3 -2.866 0.496 0.118
C5 -3.966 1.241 0.294
C6 -3.643 2.568 0.133
C7 -2.292 2.589 -0.190
C8 -1.556 3.835 -0.565
N4 -1.810 1.324 -0.185
N5 -2.442 -1.183 -1.663
C9 -3.251 -1.093 -2.735
C10 -2.681 -0.255 -3.677
C11 -1.501 0.169 -3.081
C12 -0.541 1.264 -3.346
N6 -1.328 -0.436 -1.907
N7 -4.205 -1.642 0.118
C13 -4.919 -1.626 1.283
C14 -5.821 -2.647 1.230
C15 -5.601 -3.272 -0.027
C16 -6.332 -4.431 -0.619
N8 -4.622 -2.673 -0.679
H1 1.786 -3.842 1.663
H2 2.202 -2.144 1.678
H3 2.121 -3.045 0.144
H4 -0.550 -4.426 2.060
H5 -2.977 -3.316 1.431
H6 -4.919 0.779 0.485
H7 -4.305 3.415 0.199
H8 -2.292 4.614 -0.753
H9 -0.977 3.705 -1.477
H10 -0.906 4.209 0.225
H11 -4.186 -1.631 -2.724
H12 -3.078 0.020 -4.639
H13 -1.070 2.220 -3.304
H14 -0.059 1.196 -4.323
H15 1.482 0.594 -3.025
H16 -4.727 -0.901 2.060
H17 -6.559 -2.907 1.971
H18 -7.038 -4.848 0.096
H19 -5.637 -5.216 -0.915
H20 -6.888 -4.123 -1.503
N9 1.971 4.146 -0.013
C17 1.582 3.171 -0.821
N10 0.925 2.275 -0.090
C18 0.973 2.782 1.172
N11 1.601 3.922 1.261
C19 0.348 2.015 2.227
C20 0.205 2.462 3.530
N12 -0.373 1.708 4.456
C21 -0.799 0.518 4.070
C22 -0.663 0.055 2.761
N13 -0.086 0.805 1.821
H21 2.481 4.987 -0.251
H22 1.753 3.132 -1.883
H23 0.567 3.443 3.817
H24 -1.271 -0.116 4.810
H25 -1.027 -0.923 2.503
N14 5.306 -5.230 -5.232
C23 4.468 -4.332 -4.721
C24 3.095 -4.650 -4.535
C25 2.250 -3.708 -4.022
C26 2.741 -2.440 -3.651
C27 4.097 -2.107 -3.844
C28 4.943 -3.033 -4.372
S1 1.513 -1.337 -3.163
O1 0.452 1.200 -2.313
O2 2.090 0.067 -3.605
N15 1.445 -1.118 -1.524
C29 2.552 -0.818 -0.776
N16 2.129 -0.063 0.252
C30 3.025 0.298 1.184
C31 4.334 -0.103 1.062
C32 4.676 -0.845 -0.069
N17 3.791 -1.204 -0.997
H26 4.989 -6.144 -5.518
H27 6.273 -5.008 -5.413
H28 2.727 -5.625 -4.824
H29 1.195 -3.934 -3.912
H30 4.445 -1.115 -3.597
H31 5.984 -2.793 -4.546
H32 2.680 0.894 2.018
H33 5.072 0.160 1.805
H34 5.702 -1.153 -0.231

- charge = +3
- largest force on an atom (eV/Å) = 1.77
- total energy (eV) = -76479.7815
- multiplicity = 2
- expectation value of S² = 0.755
- energy relative to the best compared isomer or geometry (same formula, charge and spin) (eV) = 0.1314
- LUMO (alpha / beta) (eV) = -9.010 / -9.924



[7]
ORCA calculation (wB97M-V/def2-TZVPD) on the molecule C5H7NS2 in a non-equilibrium geometry.

Atoms and positions in Å:
C1 0.011 1.217 -0.393
C2 0.669 1.073 0.927
C3 -2.277 -0.697 0.107
C4 0.647 0.280 -1.352
C5 1.424 -0.030 1.089
N1 -1.428 -1.697 0.396
S1 -1.984 0.792 -0.360
S2 1.613 -0.947 -0.448
H1 0.049 2.257 -0.724
H2 0.393 1.857 1.734
H3 -0.078 -0.177 -1.907
H4 1.224 0.710 -2.058
H5 2.066 -0.463 1.866
H6 -1.857 -2.473 0.934
H7 -0.473 -1.703 0.188

- largest force on an atom (eV/Å) = 3.78
- total energy (eV) = -28456.1691
- energy relative to the best compared isomer or geometry (same formula, charge and spin) (eV) = 2.6977
- LUMO (eV) = 0.660



[8]
ORCA calculation (wB97M-V/def2-TZVPD) on a structure of composition C26H22Br2CdN6O7P2S.

Atoms and positions in Å:
Cd1 0.534 0.436 0.118
Br1 1.551 -1.173 -5.104
C1 1.735 -2.226 -3.527
C2 1.906 -3.597 -3.659
C3 2.061 -4.376 -2.539
Br2 2.311 -6.267 -2.770
C4 2.042 -3.815 -1.244
C5 2.232 -4.531 -0.043
C6 2.209 -3.867 1.155
C7 1.955 -2.487 1.170
N1 1.762 -1.804 0.070
C8 1.826 -2.415 -1.121
C9 1.694 -1.536 -2.288
O1 1.566 -0.297 -2.170
H1 1.925 -4.042 -4.644
H2 2.403 -5.599 -0.078
H3 2.370 -4.395 2.086
H4 1.901 -1.932 2.100
N2 2.000 3.133 2.573
C10 2.160 3.727 1.200
C11 2.890 5.055 1.242
P1 3.162 2.415 0.279
O2 2.757 2.589 -1.268
O3 4.582 2.782 0.486
O4 2.650 1.103 0.835
P2 0.385 3.861 0.664
O5 -0.030 5.099 1.708
O6 0.131 4.330 -0.711
O7 -0.219 2.606 1.244
H5 2.772 2.524 2.846
H6 1.145 2.537 2.489
H7 1.813 3.828 3.291
H8 3.958 4.892 1.391
H9 2.488 5.703 2.024
H10 2.754 5.554 0.282
H11 2.119 1.914 -1.548
H12 -0.573 5.696 1.171
S1 1.021 0.622 4.962
C12 0.581 0.175 3.455
N3 0.263 -0.235 2.408
N4 -3.407 -2.395 -0.555
C13 -2.151 -1.913 -0.821
N5 -1.366 -1.939 0.208
C14 -2.125 -2.456 1.243
C15 -1.789 -2.693 2.573
C16 -2.767 -3.214 3.399
C17 -4.051 -3.509 2.924
C18 -4.404 -3.282 1.605
C19 -3.422 -2.754 0.776
H13 -4.181 -2.427 -1.190
H14 -1.865 -1.544 -1.795
H15 -0.801 -2.436 2.928
H16 -2.543 -3.397 4.443
H17 -4.788 -3.910 3.610
H18 -5.398 -3.508 1.238
N6 -4.616 3.776 -4.313
C20 -3.825 3.221 -3.683
C21 -2.865 2.518 -2.900
C22 -3.214 2.042 -1.633
C23 -2.277 1.379 -0.863
C24 -0.961 1.159 -1.294
C25 -0.651 1.627 -2.578
C26 -1.570 2.293 -3.370
H19 -4.219 2.218 -1.263
H20 -2.575 1.050 0.129
H21 0.335 1.454 -2.992
H22 -1.295 2.650 -4.355

- charge = -2
- largest force on an atom (eV/Å) = 0.85
- total energy (eV) = -224664.8546
- LUMO (eV) = 3.828



| no. | molecular weight (g/mol) |
| --- | --- |
| 1 | 395.46 |
| 2 | 155.16 |
| 3 | 108.19 |
| 4 | 827.87 |
| 5 | 164.25 |
| 6 | 915.46 |
| 7 | 145.25 |
| 8 | 896.73 |